Density functional theory data (ωB97M-V/def2-TZVPD) for a cluster of 2 separate species, C5H13NO in total at a distorted geometry.

The HOMO-LUMO gap (spin up / spin down) comes out at 3.2364 / 5.2443 eV. The calculation puts the energy relative to the best compared isomer or geometry (same formula, charge and spin) at 230.95 kJ/mol.

```
! wB97M-V def2-TZVPD RIJCOSX def2/J DEFGRID3
* xyz -1 2
C 2.44 2.21 -1.32
C 1.71 1.25 -0.31
C 1.06 -0.10 -0.75
C -0.14 -0.42 0.12
C -0.18 -1.03 2.45
N -0.04 -0.05 1.57
H 2.87 2.99 -0.68
H 1.87 2.56 -2.17
H 3.30 1.63 -1.66
H 0.94 1.82 0.21
H 2.48 0.89 0.36
H 1.79 -0.92 -0.79
H 0.77 -0.02 -1.83
H -1.06 0.09 -0.20
H -0.36 -1.50 0.13
H 0.58 -1.22 3.22
H -1.09 -1.68 2.39
H -5.08 -1.72 -0.56
H -5.90 -2.82 0.10
O -5.95 -1.96 -0.26
*
```

---

Density functional theory data (ωB97M-V/def2-TZVPD) for an isolated molecule of C5H13NO at a distorted geometry.

The SMILES is CC(C)[C@H](N)CO. The HOMO-LUMO gap comes out at 10.5263 eV. The calculation puts the energy relative to the best compared isomer or geometry (same formula, charge and spin) at 139.55 kJ/mol.

```
! wB97M-V def2-TZVPD RIJCOSX def2/J DEFGRID3
* xyz 0 1
C 0.70 -0.35 -1.60
C -0.51 -0.23 -0.70
C -1.22 -1.55 -0.38
C -0.34 0.62 0.58
N 0.17 1.96 0.21
C 0.69 -0.08 1.53
O 1.44 0.90 2.30
H 0.54 -0.09 -2.64
H 1.03 -1.40 -1.47
H 1.63 0.10 -1.22
H -1.25 0.31 -1.28
H -2.26 -1.59 -0.06
H -0.61 -2.15 0.31
H -1.29 -2.22 -1.27
H -1.31 0.70 1.04
H 0.66 1.99 -0.67
H -0.64 2.56 0.18
H 0.14 -0.72 2.21
H 1.47 -0.50 0.90
H 0.98 1.73 2.05
*
```

---

Density functional theory data (ωB97M-V/def2-TZVPD) for a cluster of 2 separate species, C5H13NO in total at a distorted geometry.

The SMILES is C=C(C)CCN.O. The HOMO-LUMO gap comes out at 9.8202 eV. The calculation puts the energy relative to the best compared isomer or geometry (same formula, charge and spin) at 349.79 kJ/mol.

```
! wB97M-V def2-TZVPD RIJCOSX def2/J DEFGRID3
* xyz 0 1
C -2.25 -1.12 -0.12
C -1.03 -0.74 0.25
C -0.02 -1.52 1.05
C -0.47 0.66 0.35
C 0.49 1.02 -0.79
N 0.01 0.22 -1.98
H -2.72 -2.10 -0.20
H -2.99 -0.25 -0.19
H -0.62 -2.41 1.25
H 0.68 -1.87 0.29
H 0.45 -0.84 1.80
H -1.34 1.39 0.22
H -0.05 0.80 1.25
H 1.58 0.80 -0.69
H 0.24 2.05 -0.99
H -0.92 0.70 -2.31
H -0.36 -0.72 -1.81
O 3.46 1.54 0.93
H 2.89 1.39 0.21
H 2.96 1.01 1.47
*
```

---

Density functional theory data (ωB97M-V/def2-TZVPD) for a cluster of 2 separate species, C5H13NO in total at a distorted geometry.

The SMILES is C/C=C/NCC.O. The HOMO-LUMO gap comes out at 9.0116 eV. The calculation puts the energy relative to the best compared isomer or geometry (same formula, charge and spin) at 300.29 kJ/mol.

```
! wB97M-V def2-TZVPD RIJCOSX def2/J DEFGRID3
* xyz 0 1
C 0.15 2.81 0.03
C 0.55 1.38 0.49
C 0.10 0.32 -0.22
N 0.15 -1.07 0.18
C -1.05 -1.86 0.42
C -1.97 -1.31 1.65
H 1.04 3.39 -0.23
H -0.36 2.54 -0.87
H -0.68 3.25 0.59
H 1.32 1.30 1.21
H -0.16 0.45 -1.33
H 0.93 -1.21 0.86
H -0.77 -2.93 0.56
H -1.65 -1.98 -0.51
H -1.49 -1.71 2.57
H -2.97 -1.49 1.29
H -1.78 -0.25 1.44
O 2.67 -0.66 -3.12
H 3.60 -0.29 -2.82
H 2.35 -0.68 -2.19
*
```

---

Number 1: molecular weight 103.16 g/mol, E -328.1849 hartree. Number 2: molecular weight 103.16 g/mol, E -328.2657 hartree. Number 3: molecular weight 103.16 g/mol, E -328.1856 hartree. Number 4: molecular weight 103.16 g/mol, E -328.2045 hartree.